Record 1
Computed, not measured: 8 unconnected molecules or ions with the total composition C46H83F13N3O11S, with ωB97M-V with the def2-TZVPD basis set.

XYZ file:
```
157
C46H83F13N3O11S | the Open Molecules 2025 dataset | ωB97M-V with the def2-TZVPD basis set
C 3.507 2.331 3.910
C 4.754 2.086 3.096
C 5.871 3.068 3.432
C 7.242 2.548 2.988
C 7.725 3.012 1.631
C 6.855 2.619 0.424
C 5.876 3.697 0.003
C 5.177 3.251 -1.282
C 3.719 3.622 -1.459
C 2.838 3.428 -0.248
C 1.349 3.239 -0.558
C 0.615 2.433 0.519
N -0.020 1.177 0.085
C 0.482 -0.049 0.644
N -0.129 -0.354 1.975
C -1.202 0.202 2.382
C -1.202 0.972 3.646
C -2.498 0.153 1.659
C 0.255 -1.220 -0.346
N 0.089 -2.509 0.305
O -0.925 -0.959 -1.040
O 1.248 -1.320 -1.321
C 2.529 -1.666 -0.815
C 3.036 -2.933 -1.512
C 3.585 -3.954 -0.531
C 5.034 -3.784 -0.157
F 5.769 -4.856 -0.551
F 5.587 -2.729 -0.764
C 5.283 -3.552 1.347
F 6.562 -3.161 1.471
F 4.528 -2.557 1.806
C 5.139 -4.839 2.220
F 4.394 -5.780 1.638
F 6.366 -5.379 2.325
C 4.708 -4.577 3.695
F 5.284 -3.484 4.163
F 5.175 -5.591 4.428
S 2.829 -4.521 4.025
F 3.083 -4.869 5.541
F 2.732 -6.049 3.716
F 2.545 -4.148 2.538
F 2.888 -3.015 4.406
F 1.294 -4.501 4.296
C 3.504 -0.514 -1.088
O 3.624 -0.138 -2.282
O 4.095 -0.106 -0.061
H 3.008 3.232 3.596
H 2.807 1.530 3.710
H 3.694 2.321 4.975
H 5.131 1.094 3.263
H 4.493 2.246 2.071
H 5.894 3.138 4.510
H 5.678 4.023 2.977
H 7.302 1.479 3.080
H 7.963 2.932 3.701
H 8.689 2.548 1.478
H 7.874 4.086 1.615
H 6.276 1.751 0.696
H 7.477 2.316 -0.404
H 6.437 4.618 -0.107
H 5.216 3.824 0.846
H 5.715 3.734 -2.089
H 5.325 2.202 -1.423
H 3.629 4.622 -1.864
H 3.339 2.964 -2.226
H 2.904 4.329 0.342
H 3.170 2.629 0.389
H 1.166 2.839 -1.544
H 0.906 4.222 -0.522
H 1.252 2.277 1.371
H -0.191 3.062 0.878
H -0.037 1.120 -0.919
H 1.527 0.063 0.876
H -1.228 2.026 3.416
H -0.340 0.708 4.229
H -2.081 0.767 4.249
H -2.462 0.875 0.859
H -3.322 0.381 2.307
H -2.613 -0.808 1.204
H -0.825 -2.553 0.732
H 0.741 -2.612 1.067
H -1.308 -1.819 -1.217
H 2.546 -1.834 0.250
H 2.184 -3.366 -2.007
H 3.743 -2.654 -2.272
H 2.930 -3.965 0.323
H 3.499 -4.924 -0.988
C 5.834 7.013 3.043
C 4.353 6.729 2.928
O 3.937 5.863 2.205
C 3.423 7.582 3.764
H 6.380 6.332 2.395
H 6.044 8.041 2.741
H 6.165 6.867 4.073
H 3.532 8.634 3.492
H 3.655 7.460 4.823
H 2.397 7.273 3.587
C -5.929 -2.466 -0.762
C -5.366 -1.070 -0.884
O -4.591 -0.624 -0.071
C -5.812 -0.256 -2.075
H -5.527 -2.938 0.133
H -7.016 -2.430 -0.691
H -5.653 -3.052 -1.633
H -6.895 -0.125 -2.052
H -5.530 -0.764 -2.998
H -5.337 0.718 -2.047
C -8.249 -4.870 -5.035
C -7.246 -4.365 -4.023
O -7.498 -3.425 -3.305
C -5.928 -5.097 -3.964
H -9.151 -4.266 -4.982
H -7.831 -4.801 -6.040
H -8.502 -5.910 -4.825
H -5.425 -5.035 -4.924
H -6.089 -6.140 -3.713
H -5.299 -4.641 -3.204
C -7.132 3.650 -1.112
C -6.709 3.553 -2.560
O -5.820 2.813 -2.904
C -7.446 4.419 -3.554
H -6.523 2.978 -0.511
H -6.998 4.670 -0.751
H -8.181 3.368 -1.010
H -7.325 5.472 -3.297
H -8.507 4.166 -3.554
H -7.043 4.254 -4.551
C -1.664 0.752 7.935
C -2.963 0.898 7.177
O -2.987 1.335 6.054
C -4.225 0.469 7.891
H -0.842 1.092 7.310
H -1.692 1.351 8.846
H -1.500 -0.294 8.198
H -4.359 1.057 8.800
H -4.166 -0.588 8.154
H -5.079 0.625 7.238
C -5.130 2.746 -8.365
C -5.056 3.521 -7.069
O -5.802 4.446 -6.846
C -4.011 3.085 -6.074
H -5.919 3.159 -8.988
H -4.181 2.817 -8.897
H -5.349 1.697 -8.160
H -3.016 3.176 -6.515
H -4.186 2.051 -5.776
H -4.066 3.717 -5.193
C -4.336 -8.942 -7.163
C -4.226 -8.211 -5.847
O -4.949 -7.281 -5.576
C -3.169 -8.693 -4.884
H -5.129 -8.498 -7.759
H -3.396 -8.870 -7.711
H -4.568 -9.994 -6.989
H -2.182 -8.611 -5.339
H -3.354 -9.735 -4.617
H -3.195 -8.086 -3.983
```

Summary:
HOMO ... -4.406 eV
Charge ... -1
Gap between HOMO and LUMO ... 6.12 eV

Record 2
Computed, not measured: a molecular structure, C46H85AlF2IN2O13SSi, with ωB97M-V with the def2-TZVPD basis set.

XYZ file:
```
152
C46H85AlF2IN2O13SSi | the Open Molecules 2025 dataset | ωB97M-V with the def2-TZVPD basis set
C -4.262 -4.749 1.995
N -3.436 -3.644 1.307
C -2.148 -3.379 2.112
Al -1.434 -1.560 1.361
Si -1.457 -1.984 -0.929
C 0.048 -1.121 -1.786
C -3.133 -1.224 -1.613
C -1.351 -3.862 -1.409
O -2.467 -0.099 2.060
C -1.582 0.638 3.032
C -2.393 2.061 3.112
C -2.290 2.871 4.525
O -1.554 4.017 4.516
F -2.963 2.553 5.803
C -1.892 -0.228 4.388
C -0.742 -0.191 5.546
O -0.881 0.589 6.654
F 0.512 -1.034 5.551
C -0.114 0.554 2.300
C 1.248 1.066 3.008
C 1.197 2.458 3.848
O 0.977 2.490 5.192
I 1.553 4.487 2.986
N -0.020 0.872 0.793
C -0.023 2.223 0.571
S -0.618 3.747 -0.008
O 0.140 -0.928 2.212
H -3.495 -5.623 2.219
H -4.689 -4.391 3.038
H -5.116 -5.114 1.259
H -3.994 -2.740 1.355
H -1.400 -4.255 1.907
H -2.488 -3.306 3.229
H 0.400 -1.724 -2.729
H 0.969 -0.992 -1.068
H -0.252 -0.038 -2.145
H -2.870 -0.281 -2.288
H -3.757 -0.785 -0.703
H -3.767 -2.017 -2.209
H -0.574 -3.959 -2.308
H -0.961 -4.448 -0.471
H -2.427 -4.227 -1.775
H -2.149 2.825 2.256
H -3.545 1.784 2.968
H -2.116 -1.384 4.186
H -2.900 0.173 4.885
H 1.749 0.249 3.720
H 2.055 1.224 2.141
C 6.171 3.286 0.336
C 6.563 2.073 1.139
C 5.866 2.327 2.458
O 4.681 3.080 2.164
C 4.754 3.532 0.805
H 6.244 3.139 -0.745
H 6.809 4.135 0.611
H 6.155 1.170 0.670
H 7.643 1.945 1.245
H 6.489 2.932 3.126
H 5.596 1.402 2.975
H 4.036 2.947 0.220
H 4.471 4.587 0.751
C -4.367 -3.445 8.504
C -3.844 -2.033 8.556
C -3.070 -1.934 7.259
O -3.719 -2.802 6.320
C -4.658 -3.622 7.030
H -5.244 -3.613 9.135
H -3.581 -4.143 8.816
H -4.683 -1.326 8.545
H -3.231 -1.822 9.436
H -2.041 -2.285 7.383
H -3.045 -0.915 6.862
H -5.665 -3.270 6.780
H -4.560 -4.661 6.704
C 9.014 1.349 -3.516
C 9.405 0.136 -2.712
C 8.709 0.391 -1.394
O 7.524 1.143 -1.688
C 7.596 1.595 -3.047
H 9.086 1.203 -4.596
H 9.651 2.198 -3.241
H 8.998 -0.767 -3.182
H 10.486 0.008 -2.607
H 9.331 0.995 -0.725
H 8.438 -0.535 -0.877
H 6.878 1.010 -3.632
H 7.313 2.650 -3.101
C -5.834 5.667 4.431
C -6.963 5.875 3.455
C -6.653 4.847 2.389
O -5.990 3.756 3.043
C -5.633 4.169 4.370
H -6.053 6.027 5.440
H -4.934 6.180 4.072
H -7.919 5.636 3.937
H -7.023 6.892 3.062
H -5.969 5.250 1.635
H -7.552 4.481 1.885
H -6.297 3.651 5.070
H -4.602 3.875 4.583
C 3.916 -3.495 6.925
C 2.787 -3.288 5.949
C 3.097 -4.316 4.883
O 3.760 -5.406 5.537
C 4.117 -4.993 6.863
H 3.696 -3.135 7.934
H 4.816 -2.982 6.566
H 1.831 -3.526 6.431
H 2.726 -2.270 5.556
H 3.781 -3.912 4.129
H 2.197 -4.681 4.379
H 3.453 -5.512 7.564
H 5.148 -5.288 7.077
C -0.234 -2.485 -7.342
C 0.572 -1.234 -7.576
C -0.042 -0.271 -6.583
O -0.505 -1.056 -5.475
C -0.463 -2.440 -5.847
H 0.268 -3.399 -7.669
H -1.193 -2.413 -7.869
H 1.622 -1.416 -7.319
H 0.530 -0.869 -8.606
H -0.908 0.244 -7.012
H 0.671 0.479 -6.230
H 0.367 -2.907 -5.305
H -1.394 -2.931 -5.550
C -4.860 2.422 -4.816
C -4.962 3.401 -3.676
C -4.939 2.487 -2.470
O -4.155 1.341 -2.831
C -3.933 1.369 -4.248
H -4.485 2.864 -5.743
H -5.844 1.983 -5.019
H -4.081 4.053 -3.667
H -5.854 4.032 -3.716
H -5.946 2.136 -2.218
H -4.506 2.967 -1.588
H -2.883 1.632 -4.417
H -4.116 0.377 -4.669
C 3.215 -0.898 -12.422
C 2.661 0.442 -12.832
C 1.296 0.434 -12.179
O 1.408 -0.360 -10.990
C 2.663 -1.054 -11.022
H 4.306 -0.953 -12.459
H 2.809 -1.682 -13.073
H 3.275 1.244 -12.404
H 2.616 0.587 -13.914
H 0.549 -0.037 -12.826
H 0.950 1.439 -11.920
H 3.322 -0.586 -10.282
H 2.513 -2.100 -10.744
```

Summary:
HOMO ... -4.515 eV
Charge ... -1
Gap between HOMO and LUMO ... 6.16 eV
Energy above the lowest of the compared OMol25 structures with the same formula, charge and spin ... 133.3 kcal/mol

Record 3
Computed, not measured: 13 unconnected molecules or ions with the total composition C46H96N2O33, with ωB97M-V with the def2-TZVPD basis set.

XYZ file:
```
177
C46H96N2O33 | the Open Molecules 2025 dataset | ωB97M-V with the def2-TZVPD basis set
C 5.017 -9.312 -1.231
O 3.877 -9.869 -0.750
C 3.735 -11.175 -1.219
C 2.250 -11.732 -1.107
O 1.972 -11.811 0.353
C 0.628 -11.991 0.783
C 0.160 -13.458 0.543
O 0.841 -14.311 1.468
C 0.453 -15.677 1.290
H 5.862 -9.628 -0.619
H 4.725 -8.269 -1.109
H 5.228 -9.471 -2.288
H 4.399 -11.865 -0.698
H 4.077 -11.275 -2.249
H 2.146 -12.717 -1.561
H 1.427 -11.191 -1.574
H -0.075 -11.264 0.377
H 0.674 -11.663 1.821
H 0.393 -13.669 -0.501
H -0.926 -13.402 0.615
H 1.057 -16.222 2.015
H 0.873 -16.196 0.428
H -0.612 -15.874 1.417
C 2.913 -15.287 -3.907
O 2.221 -15.354 -5.102
C 2.949 -15.057 -6.334
C 1.966 -14.325 -7.298
O 2.618 -13.910 -8.509
C 1.674 -13.525 -9.510
C 2.597 -13.229 -10.718
O 3.167 -11.930 -10.516
C 4.329 -12.044 -9.777
H 3.794 -15.916 -4.040
H 2.284 -15.694 -3.115
H 3.173 -14.254 -3.678
H 3.351 -15.914 -6.874
H 3.749 -14.362 -6.081
H 1.328 -13.581 -6.821
H 1.245 -15.128 -7.453
H 1.034 -12.714 -9.163
H 1.018 -14.360 -9.756
H 1.981 -13.014 -11.591
H 3.278 -14.069 -10.854
H 4.155 -11.948 -8.705
H 4.965 -11.196 -10.031
H 5.065 -12.837 -9.910
C 5.423 -9.754 3.093
O 4.047 -9.761 3.546
C 3.112 -9.720 2.511
C 2.928 -8.389 1.768
O 2.604 -7.462 2.822
C 1.782 -6.432 2.294
C 2.543 -5.363 1.463
O 2.585 -5.710 0.071
C 3.321 -4.766 -0.717
H 5.933 -9.947 4.037
H 5.750 -8.794 2.693
H 5.710 -10.488 2.339
H 2.213 -9.879 3.106
H 3.252 -10.597 1.880
H 2.169 -8.653 1.032
H 3.823 -8.097 1.219
H 1.389 -5.894 3.157
H 0.926 -6.790 1.722
H 3.577 -5.189 1.760
H 2.054 -4.390 1.422
H 4.311 -4.565 -0.306
H 2.788 -3.823 -0.605
H 3.315 -5.152 -1.737
C 6.017 -15.567 0.749
O 6.067 -14.123 0.935
C 7.237 -13.539 1.338
O 8.206 -14.086 1.889
O 7.011 -12.249 1.247
C 8.124 -11.309 1.564
H 4.978 -15.757 0.483
H 6.380 -16.126 1.612
H 6.646 -15.892 -0.080
H 9.091 -11.442 1.077
H 8.248 -11.264 2.646
H 7.777 -10.321 1.259
C 4.035 -7.605 -4.810
O 3.523 -6.548 -5.606
C 2.644 -5.753 -5.148
O 1.916 -6.008 -4.188
O 2.353 -4.756 -6.003
C 1.169 -3.955 -5.725
H 4.143 -7.517 -3.729
H 4.946 -8.047 -5.214
H 3.343 -8.447 -4.832
H 0.176 -4.323 -5.984
H 1.167 -3.009 -6.267
H 1.160 -3.577 -4.703
C -3.947 -16.566 0.631
O -3.714 -16.318 2.029
C -3.808 -15.135 2.519
O -4.027 -14.162 1.829
O -3.525 -15.045 3.758
C -3.307 -13.757 4.375
H -4.942 -16.168 0.432
H -3.995 -17.639 0.447
H -3.162 -16.158 -0.006
H -3.106 -12.919 3.707
H -2.431 -13.763 5.025
H -4.227 -13.533 4.914
C 0.125 -14.878 4.851
O 1.396 -15.405 4.718
C 1.859 -16.109 5.740
O 1.252 -16.371 6.841
O 3.003 -16.576 5.335
C 3.623 -17.508 6.212
H 0.031 -14.070 4.126
H -0.143 -14.541 5.853
H -0.655 -15.478 4.384
H 4.484 -17.924 5.690
H 3.046 -18.390 6.491
H 4.026 -16.918 7.035
C 9.414 -11.876 -2.057
O 8.210 -12.457 -2.564
C 7.452 -11.693 -3.233
O 7.506 -10.423 -3.267
O 6.577 -12.458 -3.881
C 5.592 -11.739 -4.724
H 10.137 -11.747 -2.862
H 9.898 -12.689 -1.516
H 9.195 -11.001 -1.444
H 4.796 -12.434 -4.988
H 6.111 -11.325 -5.589
H 5.138 -10.980 -4.086
C 7.871 -6.773 0.554
O 8.307 -5.701 -0.292
C 7.955 -4.426 -0.182
O 7.135 -4.030 0.549
O 8.787 -3.649 -0.976
C 8.466 -2.273 -1.163
H 8.062 -6.416 1.566
H 8.410 -7.720 0.510
H 6.801 -6.972 0.601
H 7.409 -2.092 -1.360
H 9.228 -1.940 -1.869
H 8.860 -1.660 -0.352
C 1.739 -11.546 5.218
O 0.370 -11.178 5.370
C 0.052 -10.528 6.548
O 0.717 -10.452 7.601
O -1.179 -9.996 6.297
C -1.833 -9.114 7.158
H 2.002 -11.997 4.261
H 1.889 -12.304 5.987
H 2.522 -10.788 5.220
H -1.788 -9.247 8.239
H -2.882 -9.147 6.866
H -1.442 -8.118 6.950
C 0.082 -6.732 -1.739
O -0.628 -7.906 -2.112
C -1.371 -8.592 -1.265
O -1.493 -8.198 -0.048
O -1.922 -9.635 -1.836
C -2.818 -10.522 -1.153
H -0.461 -6.184 -0.968
H 0.234 -6.237 -2.698
H 1.055 -7.081 -1.395
H -2.655 -10.456 -0.077
H -2.493 -11.506 -1.490
H -3.840 -10.422 -1.520
C -1.679 -19.026 2.067
C -1.877 -18.589 3.471
N -2.016 -18.195 4.528
H -0.769 -19.602 1.903
H -1.767 -18.233 1.324
H -2.473 -19.726 1.806
C -4.505 -13.827 -1.544
C -3.097 -14.197 -1.804
N -1.996 -14.465 -1.978
H -4.901 -13.348 -2.440
H -4.708 -13.150 -0.714
H -5.079 -14.750 -1.464
```

Summary:
HOMO (alpha / beta) ... -10.861 / -10.861 eV
Charge ... +1
Spin multiplicity ... 2
Gap between HOMO and LUMO (alpha / beta) ... 9.07 / 2.83 eV